1.
22
Properties=species:S:1:pos:R:3:lowdin_charge:R:1 method="wB97M-V/def2-TZVPD" homo_lumo_gap_ev="6.08 / 6.41" spin_multiplicity=4 homo_energy_ev="-19.4 / -19.4" relative_energy_ev=0.000 total_charge=+2
Tc 1.51 1.02 -0.93 1.60
C 2.10 0.26 -2.75 -0.07
H 1.76 -0.78 -2.94 0.08
H 1.74 0.87 -3.61 0.09
H 3.21 0.24 -2.86 0.10
H 1.57 2.15 0.51 0.10
H 2.20 2.37 0.14 0.14
F -3.30 2.01 -0.01 0.18
C -2.82 0.96 0.69 -0.59
F -3.48 0.85 1.86 0.20
F -3.00 -0.17 -0.02 0.16
S -0.97 1.21 0.93 0.72
O -0.53 1.05 -0.50 -0.40
O -0.70 2.47 1.57 -0.19
N -0.58 -0.06 1.82 -0.23
S 0.57 -1.09 1.43 0.75
O 1.44 -0.56 0.32 -0.43
O 1.27 -1.58 2.58 -0.14
C -0.34 -2.54 0.60 -0.57
F -1.27 -3.06 1.43 0.19
F -0.94 -2.11 -0.53 0.14
F 0.57 -3.49 0.28 0.17

---

2.
16
Properties=species:S:1:pos:R:3:lowdin_charge:R:1 method="wB97M-V/def2-TZVPD" homo_lumo_gap_ev=10.83 homo_energy_ev=-9.8 relative_energy_ev=0.920 smiles=CC1(O)CCC1
C -1.11 1.25 0.62 -0.03
C 0.02 0.52 -0.10 -0.56
O 0.61 1.38 -1.07 -0.02
C -0.43 -0.84 -0.67 -0.13
C 0.77 -1.57 -0.04 -0.15
C 1.16 -0.24 0.64 -0.10
H -1.43 0.73 1.53 0.08
H -1.97 1.26 -0.06 0.08
H -0.88 2.29 0.87 0.08
H -0.11 1.68 -1.65 0.10
H -1.39 -1.16 -0.24 0.11
H -0.48 -0.84 -1.76 0.11
H 1.50 -1.95 -0.77 0.10
H 0.51 -2.40 0.63 0.10
H 2.15 0.14 0.35 0.11
H 1.08 -0.26 1.73 0.11

---

3.
168
Properties=species:S:1:pos:R:3:lowdin_charge:R:1 method="wB97M-V/def2-TZVPD" homo_lumo_gap_ev=7.34 homo_energy_ev=-10.6 relative_energy_ev=15.073 total_charge=+1
C 5.14 0.50 0.63 0.07
C 3.72 0.36 0.61 -0.05
C 2.08 0.53 0.86 -0.14
N 1.33 -0.29 -0.17 -0.05
C 0.86 0.17 -1.57 -0.09
C 1.17 1.70 -2.15 -0.05
C 1.84 2.78 -2.80 0.10
C 0.03 -1.03 -2.34 -0.20
P -0.84 -1.03 -4.07 0.95
C -0.90 0.78 -4.78 -0.42
C 0.36 1.14 -5.77 -0.19
C -2.70 -1.38 -3.64 -0.39
C -3.24 0.00 -2.89 -0.19
N 0.11 -2.17 -1.34 -0.12
N -0.44 -3.45 -1.57 0.00
C 0.79 -4.27 -2.01 -0.22
C 0.49 -5.19 -3.36 -0.08
C 0.87 -1.74 -0.09 -0.04
C 1.14 -2.78 1.17 -0.02
H 6.27 0.75 0.90 0.08
H 1.76 1.66 0.66 0.13
H 1.83 0.21 1.98 0.15
H 2.49 3.58 -3.41 0.09
H -1.02 1.54 -3.87 0.08
H -1.95 0.84 -5.35 0.10
H 1.24 0.33 -5.66 0.08
H -0.08 1.17 -6.87 0.09
H 0.77 2.20 -5.42 0.07
H -3.32 -1.64 -4.62 0.10
H -2.83 -2.25 -2.87 0.07
H -4.16 -0.29 -2.20 0.09
H -2.39 0.40 -2.17 0.06
H -3.50 0.85 -3.67 0.05
H -1.06 -3.42 -2.41 0.09
H 1.66 -3.51 -2.29 0.13
H 1.17 -4.89 -1.10 0.11
H -0.67 -5.34 -3.40 0.05
H 1.12 -6.17 -3.42 0.09
H 0.76 -4.49 -4.28 0.09
H 2.02 -3.50 0.81 0.10
H 1.60 -2.16 2.07 0.09
H 0.22 -3.43 1.46 0.11
O -2.44 -6.40 -3.64 0.05
C -2.77 -7.42 -3.05 -0.49
O -1.85 -8.18 -2.41 -0.01
C -2.15 -9.28 -1.54 -0.22
C -2.35 -10.56 -2.34 -0.06
C -4.19 -7.91 -3.10 0.01
H -3.00 -9.05 -0.90 0.12
H -1.29 -9.40 -0.88 0.13
H -3.19 -10.48 -3.03 0.07
H -2.53 -11.41 -1.67 0.09
H -1.46 -10.77 -2.95 0.08
H -4.35 -8.46 -4.04 0.10
H -4.86 -7.04 -3.07 0.10
H -4.47 -8.54 -2.26 0.07
O -0.51 -13.18 -6.56 0.08
C -0.37 -11.98 -6.78 -0.51
O 0.56 -11.27 -6.11 -0.01
C 0.93 -9.91 -6.42 -0.23
C -0.01 -8.93 -5.75 -0.07
C -1.29 -11.26 -7.72 0.00
H 1.00 -9.76 -7.50 0.12
H 1.94 -9.77 -6.02 0.12
H -1.04 -9.05 -6.11 0.07
H 0.30 -7.90 -5.94 0.08
H -0.03 -9.09 -4.67 0.08
H -2.22 -11.01 -7.20 0.10
H -1.52 -11.93 -8.56 0.10
H -0.87 -10.36 -8.16 0.07
O -4.49 2.65 -4.02 0.04
C -5.60 2.94 -3.57 -0.49
O -6.35 1.99 -2.96 -0.01
C -7.56 2.25 -2.24 -0.23
C -8.75 2.31 -3.18 -0.06
C -6.17 4.31 -3.76 0.02
H -7.47 3.15 -1.62 0.10
H -7.70 1.42 -1.54 0.13
H -8.65 3.12 -3.90 0.07
H -9.68 2.45 -2.62 0.08
H -8.83 1.38 -3.75 0.08
H -6.62 4.37 -4.76 0.10
H -5.37 5.04 -3.68 0.10
H -6.91 4.58 -3.01 0.07
O 3.17 -7.93 -0.99 0.08
C 4.04 -7.15 -1.37 -0.51
O 3.90 -6.51 -2.56 -0.03
C 4.76 -5.45 -3.01 -0.24
C 6.00 -6.01 -3.68 -0.06
C 5.30 -6.96 -0.59 0.01
H 5.00 -4.75 -2.20 0.11
H 4.19 -4.88 -3.75 0.12
H 6.60 -6.60 -2.99 0.07
H 6.63 -5.20 -4.07 0.09
H 5.73 -6.67 -4.51 0.09
H 5.99 -7.78 -0.82 0.10
H 5.06 -7.00 0.48 0.10
H 5.79 -6.01 -0.76 0.07
O -3.44 3.48 3.93 0.09
C -2.90 2.83 3.04 -0.50
O -1.76 3.27 2.46 0.00
C -0.96 2.50 1.54 -0.24
C -1.49 2.61 0.13 -0.06
C -3.54 1.57 2.52 0.01
H -0.86 1.47 1.88 0.11
H 0.05 2.94 1.58 0.11
H -2.50 2.21 0.05 0.07
H -0.85 2.07 -0.57 0.03
H -1.54 3.66 -0.18 0.10
H -4.31 1.84 1.79 0.10
H -4.00 1.04 3.36 0.10
H -2.83 0.87 2.07 0.06
O -9.15 4.82 -0.87 0.07
C -10.26 5.10 -0.42 -0.49
O -11.01 4.16 0.19 -0.01
C -12.23 4.42 0.92 -0.23
C -13.41 4.48 -0.02 -0.07
C -10.84 6.48 -0.61 0.01
H -12.13 5.32 1.53 0.12
H -12.36 3.58 1.61 0.13
H -13.32 5.29 -0.75 0.07
H -14.34 4.62 0.54 0.09
H -13.49 3.55 -0.60 0.09
H -11.28 6.54 -1.60 0.10
H -10.03 7.21 -0.52 0.10
H -11.58 6.75 0.14 0.07
O 7.88 -0.87 4.48 0.08
C 7.60 0.32 4.55 -0.51
O 8.52 1.21 5.01 0.00
C 8.36 2.64 4.97 -0.22
C 7.58 3.13 6.16 -0.06
C 6.22 0.81 4.23 -0.01
H 7.93 2.96 4.01 0.11
H 9.37 3.06 5.00 0.13
H 6.56 2.72 6.18 0.07
H 7.51 4.22 6.15 0.06
H 8.06 2.82 7.09 0.10
H 5.57 0.65 5.10 0.10
H 5.84 0.23 3.38 0.06
H 6.18 1.85 3.93 0.07
O 8.24 5.85 7.58 0.07
C 8.13 6.80 6.81 -0.49
O 8.86 6.84 5.67 -0.02
C 8.68 7.81 4.62 -0.23
C 9.45 9.08 4.92 -0.07
C 7.28 7.99 7.17 -0.01
H 7.61 8.00 4.44 0.11
H 9.07 7.36 3.71 0.12
H 9.10 9.56 5.84 0.07
H 9.36 9.80 4.10 0.08
H 10.51 8.86 5.07 0.09
H 7.84 8.64 7.84 0.11
H 6.39 7.62 7.69 0.07
H 6.93 8.55 6.31 0.07
O 5.16 8.88 8.13 0.04
C 3.97 8.78 8.40 -0.46
O 3.46 7.60 8.81 0.01
C 2.12 7.43 9.33 -0.23
C 1.13 7.24 8.20 -0.07
C 3.04 9.94 8.19 0.01
H 1.85 8.25 10.00 0.12
H 2.14 6.52 9.94 0.13
H 1.08 8.11 7.55 0.07
H 0.12 7.05 8.59 0.08
H 1.42 6.39 7.57 0.08
H 2.75 9.98 7.13 0.10
H 3.57 10.86 8.45 0.10
H 2.15 9.91 8.81 0.07

---

4.
84
Properties=species:S:1:pos:R:3:lowdin_charge:R:1 method="wB97M-V/def2-TZVPD" homo_lumo_gap_ev=8.71 homo_energy_ev=-16.8 relative_energy_ev=0.329 total_charge=+3
Zr -0.14 -1.16 0.14 1.89
O -0.32 0.57 -1.02 -0.69
S 0.37 1.77 -1.71 1.11
C -0.30 3.17 -0.77 -0.26
C -1.70 2.94 -0.15 -0.21
C -1.74 3.25 1.35 -0.20
C -0.92 2.35 2.25 -0.28
S -1.51 0.72 2.81 1.14
O -1.24 -0.26 1.62 -0.68
C -3.25 0.82 2.92 -0.41
C -3.76 0.70 4.21 -0.06
C -5.14 0.77 4.41 -0.02
C -5.98 0.93 3.32 -0.02
C -5.46 1.04 2.03 -0.04
C -4.10 0.99 1.82 -0.09
C -0.36 1.91 -3.30 -0.41
C 0.54 1.97 -4.36 -0.07
C 0.06 2.12 -5.65 -0.03
C -1.31 2.20 -5.86 -0.02
C -2.21 2.13 -4.79 -0.03
C -1.74 1.99 -3.50 -0.06
H -0.28 4.02 -1.45 0.12
H 0.45 3.36 0.00 0.08
H -2.00 1.91 -0.32 0.07
H -2.41 3.58 -0.66 0.13
H -2.78 3.25 1.68 0.12
H -1.39 4.27 1.52 0.14
H -0.75 2.84 3.22 0.11
H 0.08 2.11 1.86 0.08
H -3.10 0.56 5.06 0.12
H -5.54 0.68 5.40 0.13
H -7.05 0.98 3.47 0.13
H -6.13 1.16 1.19 0.12
H -3.70 1.08 0.82 0.09
H 1.61 1.92 -4.18 0.12
H 0.74 2.18 -6.48 0.13
H -1.69 2.31 -6.87 0.13
H -3.27 2.20 -4.97 0.13
H -2.43 1.96 -2.67 0.11
C 4.78 0.89 4.07 -0.05
C 4.60 -0.27 3.11 -0.17
N 3.70 0.06 1.98 -0.04
C 4.27 0.94 0.94 -0.17
C 3.73 2.36 0.98 -0.05
C 2.48 -0.41 1.89 -0.37
C 1.92 -1.27 2.99 0.02
N 1.68 -0.12 0.85 -0.03
H 5.43 0.59 4.89 0.10
H 3.83 1.21 4.50 0.08
H 5.25 1.75 3.59 0.08
H 4.22 -1.15 3.63 0.11
H 5.55 -0.57 2.67 0.14
H 4.11 0.47 -0.03 0.13
H 5.35 0.94 1.10 0.13
H 2.65 2.41 0.86 0.04
H 4.18 2.95 0.18 0.10
H 3.97 2.85 1.93 0.08
H 2.39 -2.25 2.99 0.11
H 0.85 -1.40 2.86 0.06
H 2.09 -0.81 3.96 0.11
H 2.12 0.53 0.20 0.03
N -2.77 -2.70 -1.20 0.00
N -2.33 -1.37 -0.87 -0.12
H -3.71 -2.68 -1.56 0.10
H -2.77 -3.24 -0.34 0.07
H -3.04 -0.87 -0.33 0.09
H -2.23 -0.88 -1.76 0.09
F 2.60 -6.04 -4.54 0.17
C 2.01 -5.10 -3.84 -0.17
C 1.53 -5.34 -2.62 0.10
N 0.90 -4.33 -1.86 0.04
C 0.32 -4.74 -0.57 0.03
C 0.28 -3.56 0.36 -0.59
O 1.30 -2.83 0.52 -0.05
O -0.83 -3.13 0.81 -0.08
C 0.76 -3.09 -2.36 -0.37
O 0.21 -2.13 -1.75 -0.13
N 1.25 -2.86 -3.59 0.25
C 1.91 -3.78 -4.46 -0.34
O 2.29 -3.44 -5.54 0.20
H 1.60 -6.31 -2.16 0.16
H 0.97 -5.51 -0.15 0.16
H -0.68 -5.14 -0.71 0.16
H 1.13 -1.93 -3.97 0.18

---

5.
18
Properties=species:S:1:pos:R:3:lowdin_charge:R:1 method="wB97M-V/def2-TZVPD" homo_lumo_gap_ev="8.92 / 4.03" spin_multiplicity=2 homo_energy_ev="-13.9 / -13.9" relative_energy_ev=1.257 total_charge=+1
C 1.21 -2.24 -0.80 -0.18
N 0.61 -1.93 0.37 0.28
O 1.48 -3.40 -1.06 0.35
H 1.56 -1.37 -1.39 0.17
H 0.59 -1.15 1.00 0.13
H 0.38 -2.78 0.86 0.15
H 1.49 1.18 -0.17 0.04
H 1.15 1.82 1.29 0.07
O 0.88 1.17 0.61 -0.09
H -1.47 3.12 1.82 -0.02
H -1.52 3.79 3.07 0.03
O -1.16 3.02 2.67 -0.01
H -0.49 0.85 -2.36 0.08
H 0.70 0.11 -2.92 0.08
O 0.40 0.53 -2.07 -0.08
H -3.39 0.77 0.54 0.09
H -1.88 0.63 -0.22 0.01
O -2.68 1.17 -0.05 -0.10

---

6.
12
Properties=species:S:1:pos:R:3:lowdin_charge:R:1 method="wB97M-V/def2-TZVPD" homo_lumo_gap_ev=10.05 homo_energy_ev=-9.7 relative_energy_ev=0.051 smiles=[SiH3][SiH2]S[SiH3]
Si 1.02 -1.12 -2.14 0.41
Si -0.05 0.31 -0.70 0.05
S 0.23 -0.61 1.24 0.09
Si -0.87 0.66 2.60 0.23
H 2.47 -1.32 -2.37 -0.11
H 0.51 -2.38 -2.30 -0.17
H 0.93 -0.47 -3.54 -0.10
H 0.63 1.75 -0.97 -0.05
H -1.55 0.59 -0.78 -0.08
H -0.81 -0.06 4.01 -0.08
H -2.41 0.71 2.42 -0.08
H -0.10 1.93 2.55 -0.10

---

7.
45
Properties=species:S:1:pos:R:3:lowdin_charge:R:1 method="wB97M-V/def2-TZVPD" homo_lumo_gap_ev="8.01 / 6.88" spin_multiplicity=5 homo_energy_ev="-10.5 / -13.0" total_charge=+1
O -0.19 -2.12 -2.69 -0.15
H -0.17 -2.71 -3.48 0.11
Rh 0.05 0.61 -1.44 1.19
N 1.33 1.91 -0.87 -0.15
N -0.94 1.59 -0.10 -0.16
O 2.66 1.81 -1.22 0.03
O -2.15 1.27 0.43 0.02
C 0.94 2.92 -0.09 -0.24
C -0.41 2.74 0.35 -0.25
C 1.85 4.04 0.24 0.00
C -1.20 3.55 1.31 0.01
H 2.77 3.96 -0.36 0.09
H 2.12 4.01 1.31 0.11
H 1.36 5.00 0.04 0.10
H -1.32 3.03 2.27 0.11
H -2.20 3.79 0.92 0.10
H -0.67 4.49 1.50 0.09
H 2.64 1.01 -1.82 0.09
H -2.15 0.29 0.53 0.10
O 0.40 0.28 2.20 -0.06
H 0.58 -0.46 1.58 0.01
H 1.02 0.15 2.94 0.06
C -1.67 -0.80 -2.50 -0.05
H -1.76 -0.95 -3.57 0.04
H -2.36 0.07 -2.30 0.05
H -2.10 -1.61 -1.92 0.03
O 1.42 -0.18 -2.54 -0.41
H 0.55 -1.40 -2.75 0.01
H 1.39 0.30 -3.39 0.06
C 2.37 -1.90 0.11 -0.07
O 0.98 -1.77 0.42 -0.26
C 0.23 -2.97 0.16 -0.17
C -1.08 -2.96 0.93 -0.17
O -1.59 -1.65 1.13 -0.24
C -2.15 -1.46 2.44 -0.08
H 2.52 -2.36 -0.88 0.10
H 2.87 -2.52 0.87 0.10
H 2.80 -0.90 0.10 0.09
H 0.03 -3.05 -0.92 0.10
H 0.82 -3.84 0.48 0.14
H -0.90 -3.47 1.89 0.13
H -1.82 -3.53 0.36 0.14
H -3.10 -2.02 2.54 0.10
H -1.45 -1.79 3.22 0.10
H -2.33 -0.39 2.56 0.08

---

8.
20
Properties=species:S:1:pos:R:3:lowdin_charge:R:1 method="wB97M-V/def2-TZVPD" homo_lumo_gap_ev=9.52 homo_energy_ev=-13.3 relative_energy_ev=2.386 total_charge=+1 smiles="C=PC[N+](C)(C)C"
C 3.00 -1.49 0.12 -0.30
P 2.22 0.02 0.19 0.94
C 0.46 -0.72 0.14 -0.43
N -0.56 0.31 0.05 -0.46
C -0.57 1.23 1.23 0.00
C -1.92 -0.43 -0.08 0.01
C -0.38 1.14 -1.19 -0.04
H 4.13 -1.55 0.04 0.04
H 2.46 -2.31 -0.23 -0.03
H 0.50 -1.30 1.11 0.11
H 0.13 -1.37 -0.81 0.16
H 0.48 1.55 1.33 0.07
H -1.09 2.09 1.04 0.08
H -0.99 0.69 2.07 0.12
H -2.04 -0.86 -1.12 0.12
H -1.92 -1.45 0.52 0.15
H -2.66 0.32 0.25 0.12
H -0.10 0.49 -2.04 0.12
H -1.29 1.48 -1.55 0.07
H 0.16 2.14 -1.07 0.15

---

no.,DFT total energy (a.u.)
1,-1948.384770
2,-271.718803
3,-3859.307894
4,-2813.549018
5,-475.277700
6,-1271.404804
7,-1104.682180
8,-594.061512